Entry 1:
{
  "formula": "C2H4P2S2",
  "method": "wB97M-V/def2-TZVPD",
  "spin_multiplicity": 3,
  "orbital_gap_ev": [6.742, 5.915],
  "lumo_energy_ev": [0.1, -3.1],
  "molar_mass_g_mol": 154.1,
  "symbols": ["C", "C", "P", "P", "S", "S", "H", "H", "H", "H"],
  "coordinates": [[-0.992, 0.260, 1.172], [-0.815, 0.181, -1.172], [-0.204, 1.413, 0.020], [-1.979, -0.645, 0.173], [1.862, 0.896, -0.078], [2.212, -1.142, 0.017], [2.428, -1.382, 1.221], [-1.246, 0.394, 2.308], [-1.205, 0.427, -2.164], [-0.063, -0.401, -1.497]]
}

***

Entry 2:
{
  "formula": "CNO5S2V",
  "method": "wB97M-V/def2-TZVPD",
  "spin_multiplicity": 5,
  "orbital_gap_ev": [7.520, 7.667],
  "lumo_energy_ev": [-0.7, -1.6],
  "molar_mass_g_mol": 221.1,
  "symbols": ["V", "N", "S", "O", "S", "O", "O", "C", "O", "O"],
  "coordinates": [[1.013, -0.853, 0.025], [0.817, 1.339, 0.124], [-0.414, 1.040, 1.332], [-0.121, -0.493, 1.546], [2.364, 1.376, 0.587], [2.845, -0.107, 0.391], [-1.663, 1.146, 0.497], [-1.632, -1.165, -1.424], [-0.465, -1.089, -1.369], [-2.744, -1.195, -1.709]]
}

***

Entry 3:
{
  "formula": "C22H28N2O4",
  "method": "wB97M-V/def2-TZVPD",
  "orbital_gap_ev": 7.624,
  "lumo_energy_ev": 0.3,
  "molar_mass_g_mol": 384.5,
  "symbols": ["C", "C", "C", "C", "N", "C", "C", "C", "N", "C", "C", "H", "H", "H", "H", "H", "H", "H", "H", "H", "H", "H", "H", "H", "H", "H", "H", "C", "C", "C", "O", "C", "O", "C", "C", "C", "C", "C", "C", "C", "C", "C", "O", "O", "H", "H", "H", "H", "H", "H", "H", "H", "H", "H", "H", "H"],
  "coordinates": [[-2.594, -0.806, 1.594], [-1.994, 0.505, 2.050], [-0.966, 1.130, 1.105], [0.467, 0.506, 1.285], [1.574, 1.252, 1.426], [2.852, 0.734, 1.634], [2.786, -0.689, 2.133], [1.898, -1.452, 1.224], [0.558, -0.818, 1.155], [-0.477, -1.652, 0.524], [-1.626, -1.942, 1.455], [-3.336, -1.116, 2.325], [-3.101, -0.684, 0.633], [-2.816, 1.201, 2.220], [-1.502, 0.395, 3.018], [-1.282, 1.081, 0.034], [-0.895, 2.209, 1.329], [3.508, 0.855, 0.736], [3.340, 1.240, 2.480], [3.786, -1.113, 2.184], [2.395, -0.665, 3.148], [2.279, -1.464, 0.197], [1.798, -2.483, 1.562], [-0.788, -1.123, -0.383], [0.004, -2.569, 0.162], [-1.171, -2.251, 2.402], [-2.131, -2.819, 1.056], [3.502, 6.082, 3.896], [4.598, 5.080, 3.567], [5.912, 5.480, 4.213], [4.311, 3.769, 4.135], [3.359, 3.031, 3.520], [3.010, 2.005, 4.112], [2.924, 3.392, 2.177], [1.689, 2.741, 1.627], [1.303, 3.490, 0.305], [1.452, 4.876, 0.326], [1.159, 5.622, -0.825], [0.453, 5.004, -1.905], [0.178, 3.627, -1.833], [0.776, 2.843, -0.827], [4.001, 4.069, 1.415], [4.302, 3.917, 0.222], [4.859, 4.908, 2.172], [2.529, 5.799, 3.492], [3.416, 6.176, 4.982], [3.772, 7.072, 3.513], [6.659, 4.706, 4.009], [6.235, 6.437, 3.799], [5.759, 5.557, 5.290], [0.917, 2.658, 2.527], [1.788, 5.334, 1.277], [1.409, 6.679, -0.820], [0.071, 5.605, -2.711], [-0.519, 3.145, -2.538], [0.868, 1.763, -0.894]]
}

***

Entry 4:
{
  "formula": "H3S3",
  "method": "wB97M-V/def2-TZVPD",
  "orbital_gap_ev": 6.655,
  "lumo_energy_ev": 3.4,
  "molar_mass_g_mol": 99.2,
  "charge": -1,
  "symbols": ["S", "H", "S", "S", "H", "H"],
  "coordinates": [[-1.360, -1.204, 0.753], [-2.321, -2.132, 0.691], [0.803, 0.156, -1.296], [1.776, 1.219, 0.219], [-0.187, -0.477, -0.330], [1.288, 2.438, -0.035]]
}

***

Entry 5:
{
  "formula": "C15H20Cl2N2O4S",
  "method": "wB97M-V/def2-TZVPD",
  "orbital_gap_ev": 6.790,
  "lumo_energy_ev": -1.3,
  "molar_mass_g_mol": 395.3,
  "symbols": ["C", "H", "H", "H", "C", "C", "H", "H", "H", "C", "C", "H", "C", "O", "N", "H", "C", "H", "H", "C", "C", "H", "C", "H", "C", "H", "O", "H", "H", "H", "H", "O", "C", "O", "C", "N", "S", "C", "C", "Cl", "Cl", "H", "H", "H"],
  "coordinates": [[-1.894, 3.756, -1.722], [-2.963, 3.427, -1.923], [-1.758, 4.389, -0.929], [-1.402, 4.026, -2.723], [-1.193, 2.358, -1.481], [-1.806, 2.123, -0.013], [-1.333, 1.392, 0.438], [-1.627, 2.798, 0.694], [-2.697, 1.724, -0.148], [-1.294, 1.345, -2.373], [-0.124, 0.237, -2.055], [-0.256, -0.485, -3.066], [1.082, 0.605, -2.395], [1.648, 1.205, -3.126], [1.928, 0.394, -1.176], [1.331, 0.288, -0.260], [3.027, 1.055, -0.985], [3.775, 0.398, -0.424], [3.623, 1.123, -1.822], [3.118, 2.440, -0.002], [4.497, 3.109, -0.292], [4.608, 3.970, 0.747], [4.239, 4.007, -1.374], [4.661, 3.694, -2.247], [2.892, 3.756, -1.670], [2.171, 4.851, -1.592], [1.992, 3.210, -0.686], [2.484, 3.370, -2.481], [4.506, 5.127, -1.367], [5.220, 2.514, -0.278], [2.966, 2.054, 1.009], [-0.476, -0.608, -1.078], [-1.493, -1.483, -0.986], [-2.188, -1.742, -2.136], [-1.729, -2.106, 0.220], [-2.588, -3.008, 0.567], [-2.742, -3.777, 1.777], [-1.585, -2.577, 2.635], [-0.920, -1.942, 1.511], [0.497, -0.811, 1.821], [-1.077, -2.831, 4.143], [-2.264, 1.252, -2.266], [-1.008, 1.901, -3.387], [-0.160, 2.764, -1.229]]
}

***

Entry 6:
{
  "formula": "C3H11N2O",
  "method": "wB97M-V/def2-TZVPD",
  "orbital_gap_ev": 10.250,
  "lumo_energy_ev": -3.4,
  "molar_mass_g_mol": 91.1,
  "charge": 1,
  "symbols": ["C", "C", "O", "N", "H", "H", "H", "H", "H", "C", "N", "H", "H", "H", "H", "H", "H"],
  "coordinates": [[1.463, -0.081, -1.317], [0.967, -1.221, -0.395], [0.241, -1.165, 0.595], [1.379, -2.440, -0.829], [2.565, -0.245, -1.296], [1.153, 0.831, -0.786], [1.368, -3.236, -0.211], [2.012, -2.564, -1.589], [0.938, -0.192, -2.292], [-0.985, 1.784, 0.854], [-2.063, 0.731, 1.091], [-2.666, 0.343, 0.381], [-1.530, -0.018, 1.587], [-2.642, 1.017, 1.890], [-1.078, 2.472, -0.079], [0.085, 1.379, 0.879], [-1.208, 2.605, 1.514]]
}

***

Entry 7:
{
  "formula": "C3H9NO3",
  "method": "wB97M-V/def2-TZVPD",
  "smiles": "CC(=O)NCO.O",
  "orbital_gap_ev": 10.514,
  "lumo_energy_ev": 0.6,
  "molar_mass_g_mol": 107.1,
  "symbols": ["O", "C", "N", "C", "O", "C", "H", "H", "H", "H", "H", "H", "H", "H", "H", "O"],
  "coordinates": [[3.234, -0.125, 0.059], [2.191, -0.651, 0.465], [1.043, -0.610, -0.382], [-0.394, -0.730, 0.010], [-1.153, 0.487, -0.400], [2.283, -1.580, 1.671], [1.271, -0.075, -1.204], [-0.607, -0.806, 1.000], [-0.848, -1.413, -0.732], [-0.688, 1.315, -0.440], [1.563, -1.434, 2.443], [3.321, -1.479, 2.074], [2.199, -2.624, 1.408], [-5.079, 2.725, -2.029], [-3.721, 3.436, -2.006], [-4.614, 3.563, -1.938]]
}

***

Entry 8:
{
  "formula": "C36H36IrN2O5P2S",
  "method": "wB97M-V/def2-TZVPD",
  "orbital_gap_ev": 9.114,
  "lumo_energy_ev": -2.6,
  "molar_mass_g_mol": 862.9,
  "charge": 1,
  "symbols": ["Ir", "O", "C", "O", "C", "C", "C", "C", "C", "N", "C", "O", "O", "H", "H", "H", "C", "N", "P", "C", "C", "C", "C", "C", "C", "C", "C", "C", "C", "C", "C", "P", "C", "C", "C", "C", "C", "C", "C", "C", "C", "C", "C", "C", "H", "H", "H", "H", "H", "H", "H", "H", "H", "H", "H", "H", "H", "H", "H", "H", "H", "H", "H", "H", "H", "H", "H", "C", "C", "S", "O", "C", "C", "H", "H", "H", "H", "H", "H", "H", "H", "H", "H"],
  "coordinates": [[-0.196, -0.633, 0.113], [3.190, 0.444, 2.044], [2.081, 0.252, 1.609], [1.798, -0.581, 0.626], [0.898, 1.056, 2.138], [0.913, 2.032, 3.116], [-0.285, 2.685, 3.402], [-1.458, 2.374, 2.717], [-1.400, 1.387, 1.752], [-0.245, 0.779, 1.527], [-2.530, 0.886, 0.853], [-3.637, 1.348, 0.957], [-2.167, -0.022, -0.030], [1.838, 2.268, 3.622], [-0.302, 3.453, 4.164], [-2.395, 2.876, 2.912], [0.000, -4.983, 0.151], [0.055, -3.525, 0.142], [-0.468, -2.477, 1.366], [-2.060, -3.045, 1.964], [-2.135, -3.946, 3.028], [-3.365, -4.458, 3.410], [-4.516, -4.072, 2.737], [-4.445, -3.177, 1.679], [-3.219, -2.662, 1.286], [0.671, -2.577, 2.751], [1.921, -3.171, 2.619], [2.829, -3.106, 3.665], [2.496, -2.437, 4.834], [1.250, -1.838, 4.967], [0.335, -1.907, 3.928], [-0.016, -2.495, -1.215], [-1.367, -3.019, -2.277], [-1.350, -4.260, -2.918], [-2.433, -4.658, -3.683], [-3.532, -3.818, -3.818], [-3.552, -2.583, -3.187], [-2.473, -2.180, -2.412], [1.506, -2.747, -2.148], [1.508, -2.794, -3.541], [2.710, -2.815, -4.234], [3.911, -2.787, -3.540], [3.914, -2.738, -2.151], [2.716, -2.711, -1.455], [0.248, -5.349, 1.147], [0.739, -5.377, -0.547], [-0.991, -5.352, -0.122], [-1.240, -4.239, 3.563], [-3.425, -5.153, 4.236], [-5.476, -4.469, 3.042], [-5.344, -2.870, 1.163], [-3.164, -1.953, 0.471], [2.188, -3.674, 1.699], [3.802, -3.568, 3.563], [3.210, -2.380, 5.645], [0.991, -1.319, 5.880], [-0.640, -1.444, 4.035], [-0.487, -4.910, -2.828], [-2.421, -5.621, -4.177], [-4.376, -4.130, -4.419], [-4.409, -1.931, -3.294], [-2.495, -1.223, -1.905], [0.574, -2.822, -4.088], [2.707, -2.863, -5.315], [4.848, -2.807, -4.081], [4.850, -2.713, -1.609], [2.720, -2.625, -0.376], [-0.306, 0.734, -4.141], [0.895, 1.524, -3.642], [1.492, 0.793, -2.114], [0.304, 1.024, -1.159], [2.718, 2.004, -1.614], [3.957, 1.927, -2.497], [-0.663, 1.165, -5.075], [-1.115, 0.763, -3.412], [-0.043, -0.308, -4.330], [0.646, 2.565, -3.433], [1.728, 1.486, -4.347], [2.951, 1.727, -0.584], [2.242, 2.985, -1.621], [4.395, 0.930, -2.466], [4.702, 2.635, -2.139], [3.735, 2.180, -3.534]]
}

***

Number 1: largest force on an atom 7.6 eV Å⁻¹. Number 2: largest force on an atom 2.6 eV Å⁻¹. Number 3: largest force on an atom 3.8 eV Å⁻¹. Number 4: largest force on an atom 1.4 eV Å⁻¹. Number 5: largest force on an atom 15.5 eV Å⁻¹. Number 6: largest force on an atom 3.1 eV Å⁻¹. Number 7: largest force on an atom 6.3 eV Å⁻¹. Number 8: largest force on an atom 0.3 eV Å⁻¹.